The following is a DFT calculation (ωB97M-V/def2-TZVPD) of a molecular structure, C15H12BCl3MoO4 at a distorted geometry.

The total charge is +4. For the HOMO energy, the calculation gives -21.6 eV. The spin multiplicity is 1. The electronic energy is -63986.2911 eV.

CARTESIAN COORDINATES (ANGSTROEM)
1 Cl 2.55020 0.44937 7.38393
2 B 1.61266 -1.06132 6.72477
3 Cl 2.39983 -1.53552 5.11649
4 Cl 1.94422 -2.51017 7.98048
5 O 0.22206 -0.75847 6.77884
6 C -0.63982 -1.89150 6.75342
7 C -2.00792 -1.47634 6.26628
8 C -2.82646 -2.56102 5.99265
9 C -4.12656 -2.36938 5.57316
10 C -4.62269 -1.07638 5.42040
11 C -3.80160 0.01535 5.71810
12 C -2.48433 -0.17036 6.13244
13 H -0.23675 -2.70656 6.10762
14 H -2.41906 -3.54855 6.17272
15 H -4.75917 -3.22504 5.35668
16 H -5.65800 -0.91158 5.14039
17 H -4.18441 1.02379 5.60973
18 H -1.85628 0.67203 6.40337
19 O -1.60140 2.95853 11.83759
20 C -0.78188 2.20561 11.49789
21 Mo 0.47395 0.71441 10.73903
22 C -1.31765 -0.31533 10.32656
23 O -2.21428 -0.90580 9.89281
24 C 0.21919 1.62796 8.80211
25 O -0.08421 2.28510 7.89509
26 H -0.81378 -2.36735 7.72900
27 C 2.38974 -0.41820 10.61120
28 C 2.53440 0.75235 11.43822
29 C 1.67899 0.60057 12.59386
30 C 0.94607 -0.64086 12.42414
31 C 1.38492 -1.26672 11.19715
32 H 2.96421 -0.65464 9.71790
33 H 3.24281 1.54987 11.22361
34 H 1.57755 1.33876 13.39320
35 H 0.24544 -1.07701 13.13212
36 H 1.11604 -2.24649 10.80314

=====

The following is a DFT calculation (ωB97M-V/def2-TZVPD) of a single C3H6Cl2O molecule at a distorted geometry.

The energy above the lowest of the compared OMol25 structures with the same formula, charge and spin is 0.0 kcal/mol. The SMILES is OC(CCl)CCl. The total charge is 0. For the HOMO energy, the calculation gives -10.9 eV. The spin multiplicity is 1. The electronic energy is -30300.7102 eV.

CARTESIAN COORDINATES (ANGSTROEM)
1 O -1.66349 -1.09335 0.23344
2 C -0.64989 -0.14944 -0.04503
3 C -0.88127 1.08044 0.84525
4 Cl 0.07475 2.51865 0.26455
5 C 0.80148 -0.66346 0.23065
6 Cl 1.08746 -2.06447 -0.89891
7 H -1.37086 -1.93747 -0.09555
8 H -0.71183 0.18899 -1.10675
9 H -0.46726 0.81960 1.81888
10 H -1.93227 1.37986 0.90205
11 H 1.56476 0.07548 0.00711
12 H 0.84592 -1.10607 1.20573

=====

The following is a DFT calculation (ωB97M-V/def2-TZVPD) of a single C6H8N2O molecule at a distorted geometry.

The energy above the lowest of the compared OMol25 structures with the same formula, charge and spin is 84.9 kcal/mol. The SMILES is COC1=C[C@@H]2CN2N=C1. The total charge is 0. For the HOMO energy, the calculation gives -8.0 eV. The spin multiplicity is 1. The electronic energy is -11375.6653 eV.

CARTESIAN COORDINATES (ANGSTROEM)
1 C 0.10908 2.49803 1.68156
2 O 0.78329 1.28656 1.55999
3 C 0.40544 0.50710 0.55762
4 C -0.58636 0.77215 -0.29441
5 C -0.92711 -0.22928 -1.35783
6 C -1.38799 -1.67369 -1.17043
7 N -0.04944 -1.48385 -1.47075
8 N 0.85798 -1.69213 -0.39020
9 C 1.10513 -0.77434 0.43219
10 H -0.96694 2.38217 1.64184
11 H 0.34727 3.08761 0.83964
12 H 0.45488 3.07199 2.55795
13 H -1.19379 1.66133 -0.30816
14 H -1.18101 0.21509 -2.30255
15 H -1.60976 -1.98680 -0.17442
16 H -2.05622 -2.12478 -1.92446
17 H 1.97036 -0.96710 1.12459

=====

The following is a DFT calculation (ωB97M-V/def2-TZVPD) of a molecular structure, C5H12N3O8Tl at a distorted geometry.

The energy above the lowest of the compared OMol25 structures with the same formula, charge and spin is 0.0 kcal/mol. The total charge is +2. For the HOMO energy, the calculation gives -15.5 eV. The spin multiplicity is 1. The electronic energy is -30889.8718 eV.

CARTESIAN COORDINATES (ANGSTROEM)
1 Tl -3.32645 -1.48468 3.66694
2 C -0.61619 2.95875 -1.40668
3 C -1.06334 2.03600 -0.22183
4 O -2.24679 1.89451 -0.01501
5 O -0.21764 1.42509 0.43169
6 H -0.79119 4.01258 -1.19007
7 H -0.93666 2.76577 -2.43047
8 H 0.47123 2.90203 -1.45569
9 C -6.68846 -0.93246 -3.41129
10 N -5.91648 -1.98079 -2.77970
11 O -5.59714 -1.81860 -1.63272
12 O -5.55217 -2.84066 -3.53044
13 H -6.21700 -0.66717 -4.35758
14 H -6.84426 -0.05135 -2.78883
15 H -7.65785 -1.40225 -3.57760
16 C 3.44323 0.42293 4.31276
17 N 2.22687 1.00795 4.94006
18 O 2.24384 2.20823 5.39008
19 O 1.29056 0.25243 5.04868
20 H 3.71998 1.07204 3.48199
21 H 3.41994 -0.59484 3.92327
22 H 4.17473 0.55188 5.11049
23 C 4.13310 -1.31901 -0.98951
24 N 5.39752 -2.15457 -1.14459
25 O 6.14364 -2.19237 -0.14649
26 O 5.52735 -2.72574 -2.20171
27 H 3.50516 -1.54831 -1.85045
28 H 4.33243 -0.25711 -1.13350
29 H 3.64204 -1.54023 -0.04187